1.
Formula: C7H9P
Source: the Open Molecules 2025 dataset
Level of theory: the ωB97M-V functional and the def2-TZVPD basis

```
17
Properties=species:S:1:pos:R:3:forces:R:3:mulliken_spin:R:1
C 0.6256 2.0590 0.4883 -0.48 0.62 1.01 0.2126
C 0.6327 1.1322 -0.2807 -0.01 -1.29 -1.52 0.4163
C -0.1262 -2.1648 -0.3196 1.30 0.91 -0.28 -0.0119
C -1.2784 -1.5666 -0.1113 -3.39 -0.44 -0.43 0.0192
C 0.7486 -1.6261 -1.4459 1.24 -1.76 -0.60 0.0395
C -1.7939 -0.6047 -1.1762 1.02 2.71 1.15 0.0418
C 0.8878 3.0370 1.5210 -0.56 -2.90 1.70 0.0034
P -0.2496 -0.2494 -2.1388 -0.10 -0.36 0.61 1.2039
H 0.3330 -2.9181 0.2849 -0.21 -0.48 0.39 0.0065
H -2.1735 -1.9269 0.4952 1.86 0.30 -0.08 0.0051
H 1.7797 -1.2849 -1.1172 -1.33 0.10 -0.06 0.0090
H 1.0287 -2.5339 -2.1127 -0.73 1.49 0.59 0.0147
H -2.7115 -0.8933 -1.5973 -0.89 -1.25 -1.17 0.0108
H -2.1656 0.4382 -0.8213 1.15 -1.40 0.14 0.0202
H 0.7160 3.9344 1.1042 -0.14 3.56 -1.17 0.0100
H 0.3134 2.9836 2.4679 -0.08 -0.34 -0.72 -0.0007
H 1.8917 2.8439 1.7854 1.36 0.54 0.43 -0.0003
```
Forces are in eV/Å.

- 2S+1: 3
- DFT total energy: -613.1771 hartree
- Charge: 0
- <S²>: 2.008
- E_HOMO (spin up / spin down): -6.5 / -8.9 eV
- Energy above the lowest of the compared OMol25 structures with the same formula, charge and spin: 64.1 kJ/mol
- LUMO level (spin up / spin down): 1.10 / -3.00 eV

---

2.
Formula: C25H56BBrO12
Source: the Open Molecules 2025 dataset
Level of theory: the ωB97M-V functional and the def2-TZVPD basis

```
95
Properties=species:S:1:pos:R:3:forces:R:3:mulliken_charge:R:1
C 1.4038 6.7974 1.5157 0.43 -0.18 -0.08 -0.9207
B 2.2069 5.4525 1.5639 -0.16 0.23 0.03 0.3251
O 3.4145 5.3294 0.8938 -0.18 -0.63 0.41 -0.5937
C 1.7406 4.2225 2.4512 0.15 0.30 -0.13 0.2276
C 1.8216 2.8866 1.7272 0.44 0.16 -0.14 -1.4996
O 0.4604 4.4825 3.1051 -0.20 -0.48 -0.11 -0.2910
C -0.6174 3.7962 2.6456 -0.92 -1.40 1.32 0.3362
O -1.1507 2.9224 3.3273 0.95 1.72 -1.14 -0.6162
C -1.1911 4.1872 1.2990 0.52 -0.10 0.12 0.5881
C -2.1786 5.3590 1.3334 -0.19 -0.25 0.32 -0.8236
C -3.0314 5.4460 2.5914 -0.02 0.35 -0.28 -0.8151
Br -2.1675 6.5190 3.9731 -0.03 -0.17 0.06 -0.1664
H 0.4216 6.6932 1.0685 -0.23 -0.02 -0.07 0.2469
H 1.9742 7.5477 0.9777 -0.05 0.21 -0.13 0.2823
H 1.2379 7.1464 2.5329 -0.13 0.04 0.18 0.3138
H 3.3341 5.2615 -0.0539 0.20 0.36 -0.43 0.3065
H 2.4551 4.1668 3.2746 0.01 0.01 0.25 0.1796
H 1.4311 2.0621 2.3114 -0.24 -0.09 0.10 0.3966
H 1.3644 2.9216 0.7420 -0.30 -0.16 -0.08 0.3324
H 2.8746 2.6815 1.5547 0.16 -0.06 -0.02 0.5538
H -1.6716 3.2956 0.9159 -0.22 -0.13 -0.02 -0.0817
H -0.3690 4.4091 0.6225 0.05 0.16 -0.13 0.2551
H -2.8617 5.2241 0.4990 -0.06 0.05 -0.22 0.3984
H -1.6795 6.3087 1.1941 0.14 0.17 -0.08 0.2019
H -3.9460 5.9795 2.3736 -0.17 0.06 0.02 0.4527
H -3.2745 4.4788 3.0072 0.08 -0.17 0.20 0.4138
C -1.1824 0.4325 -0.6942 0.06 0.14 -0.09 -0.4034
O -1.2697 0.5720 -2.0962 -0.26 -0.09 0.03 -0.3258
C -1.0025 -0.6002 -2.8422 0.16 0.08 0.00 -0.5974
C -2.0919 -0.9406 -3.8392 0.00 0.01 -0.17 -0.3408
O -3.3517 -1.2884 -3.2933 -0.05 -0.10 -0.04 -0.3621
C -4.1459 -0.3085 -2.6471 0.03 -0.04 0.18 0.0198
C -4.7014 0.8002 -3.5175 -0.08 0.18 0.03 -0.7733
O -3.7081 1.6679 -4.0306 0.17 -0.25 -0.05 -0.2592
C -3.7561 1.8901 -5.4237 0.00 0.09 0.09 -0.8227
H -0.1636 0.6332 -0.3462 0.00 -0.09 0.08 0.3288
H -1.8543 1.1650 -0.2448 0.03 0.02 0.00 0.0398
H -1.4927 -0.5619 -0.3605 0.02 -0.02 0.00 0.1674
H -0.8364 -1.4552 -2.1785 -0.06 0.01 0.06 0.3506
H -0.0790 -0.4377 -3.4122 0.02 -0.13 -0.02 0.4033
H -1.7596 -1.8465 -4.3537 0.00 -0.01 0.00 0.4309
H -2.1863 -0.1688 -4.6050 -0.01 0.18 0.16 0.1236
H -3.6405 0.0976 -1.7687 0.11 0.14 -0.11 0.0069
H -5.0115 -0.8656 -2.2773 -0.01 -0.01 0.01 0.3830
H -5.3747 1.3942 -2.8866 -0.11 -0.09 -0.01 0.3729
H -5.2993 0.3669 -4.3257 0.06 -0.02 -0.06 0.3775
H -4.1096 1.0077 -5.9648 -0.01 -0.02 0.00 0.3823
H -2.7444 2.1162 -5.7614 0.00 0.05 0.03 0.2358
H -4.4021 2.7404 -5.6628 -0.05 -0.03 -0.06 0.2842
C -4.0220 -3.0183 0.6713 -0.13 -0.02 -0.01 -0.7842
O -4.7306 -3.8987 -0.1721 0.22 -0.20 0.06 -0.3661
C -4.2779 -3.9405 -1.5158 -0.15 0.10 0.04 0.0304
C -3.9931 -5.3433 -2.0108 -0.15 -0.11 -0.11 -0.4139
O -2.9246 -6.0270 -1.3799 0.15 -0.03 -0.09 -0.4454
C -3.0641 -6.4877 -0.0484 0.07 0.13 0.12 -0.2357
C -4.0290 -7.6346 0.1744 -0.08 -0.08 0.16 -0.5141
O -5.3814 -7.2861 -0.0524 0.09 0.16 -0.25 -0.3209
C -6.0950 -8.1459 -0.9136 -0.04 0.04 0.11 -0.7950
H -4.4561 -2.0127 0.6446 0.08 0.05 -0.01 0.2928
H -4.0934 -3.3990 1.6909 -0.05 0.02 -0.01 0.3014
H -2.9629 -2.9611 0.4005 0.01 0.00 -0.01 0.3318
H -3.3921 -3.3149 -1.6512 0.02 0.00 0.05 0.0589
H -5.0704 -3.5255 -2.1506 0.10 0.03 -0.13 0.2472
H -3.6729 -5.2360 -3.0507 0.01 0.01 -0.01 0.3951
H -4.9004 -5.9501 -2.0279 -0.05 0.05 0.22 0.1061
H -3.2679 -5.6653 0.6398 -0.22 0.00 -0.05 0.0547
H -2.0738 -6.8736 0.2084 0.01 0.00 0.01 0.3970
H -3.9306 -7.9366 1.2250 0.12 -0.08 -0.02 0.3713
H -3.7343 -8.4873 -0.4460 -0.04 0.03 -0.08 0.3415
H -5.4528 -8.5660 -1.6933 0.02 0.00 0.00 0.3792
H -6.8797 -7.5615 -1.3947 -0.03 0.00 0.05 0.2380
H -6.5614 -8.9626 -0.3538 0.02 -0.07 -0.04 0.2954
C 8.5366 1.5699 -0.3073 0.10 -0.06 0.08 -0.7719
O 8.3868 1.0822 1.0083 -0.26 -0.11 -0.09 -0.3181
C 7.6333 1.9048 1.8789 0.18 0.06 0.03 -0.5158
C 6.5131 1.1701 2.5877 -0.02 -0.05 0.18 -0.2662
O 5.4653 0.6780 1.7709 -0.14 0.06 -0.01 -0.3319
C 5.7077 -0.3931 0.8755 0.01 0.06 -0.15 -0.2943
C 6.0232 -1.7398 1.4950 0.08 -0.17 -0.06 -0.5676
O 7.2634 -1.7731 2.1738 -0.07 0.28 0.12 -0.3159
C 7.2235 -2.2814 3.4898 0.08 -0.04 -0.09 -0.8053
H 9.4181 2.2139 -0.3888 -0.04 0.07 -0.04 0.2930
H 8.6709 0.7126 -0.9680 0.05 0.00 0.03 0.2410
H 7.6530 2.1232 -0.6388 -0.01 0.02 0.00 0.3511
H 7.2220 2.7663 1.3432 -0.03 -0.03 -0.07 0.3220
H 8.3096 2.2873 2.6538 -0.08 0.10 0.03 0.3759
H 6.0290 1.9080 3.2333 0.00 0.01 0.00 0.4248
H 6.9030 0.3931 3.2474 0.13 -0.09 -0.16 0.0379
H 6.4516 -0.1229 0.1237 0.17 -0.05 0.13 0.1127
H 4.7601 -0.5194 0.3448 -0.01 0.00 0.00 0.3996
H 6.0688 -2.4663 0.6736 -0.15 -0.02 -0.01 0.3803
H 5.2048 -2.0388 2.1581 0.02 0.05 0.07 0.3437
H 6.2806 -2.0423 3.9904 -0.02 0.00 0.00 0.3854
H 8.0359 -1.8196 4.0512 0.04 -0.03 -0.03 0.2392
H 7.3679 -3.3660 3.4953 -0.06 -0.03 0.05 0.2904
```
Forces are in eV/Å.

- SMILES: CB(O)[C@H](C)OC(=O)CCCBr.COCCOCCOC.COCCOCCOC.COCCOCCOC
- DFT total energy: -4487.7157 hartree
- Charge: 0
- E_HOMO: -9.0 eV
- LUMO level: 0.23 eV